1) Molecular formula: CH3BrO2P
Method: DFT, ωB97M-V with the def2-TZVPD basis set

Total charge: -1
HOMO energy (spin up / spin down) (eV): -4.517 / -4.509
LUMO (spin up / spin down) (eV): 3.2153 / 3.2249

Each line ends with the Mulliken charge.
Positions of all 8 atoms, in Å:
1 C 0.86 0.48 -0.05  -0.89
2 O -0.70 -0.68 1.62  -0.58
3 O -1.22 -2.54 -1.24  -0.70
4 P -0.60 -0.48 0.17  0.58
5 Br -1.96 1.17 -0.44  -0.32
6 H 0.88 1.27 0.78  0.30
7 H 1.73 -0.13 0.22  0.29
8 H 1.01 0.91 -1.06  0.32

2) Molecular formula: CH3BrO2P
Method: DFT, ωB97M-V with the def2-TZVPD basis set

Total charge: -1
SMILES: C[P@](=O)([O-])Br
HOMO energy (eV): -5.411
LUMO (eV): 3.7741

Each line ends with the Mulliken charge.
Positions of all 8 atoms, in Å:
1 C -0.12 -0.20 0.00  -0.85
2 O -1.68 -2.07 1.35  -0.62
3 O -1.74 -1.92 -1.25  -0.63
4 P -1.65 -1.30 0.09  0.83
5 Br -3.42 0.68 0.22  -0.55
6 H 0.12 -0.13 -1.08  0.26
7 H -0.09 0.83 0.53  0.27
8 H 0.75 -0.68 0.43  0.30

The structure with the greatest stability is 2).

1) Molecular formula: C2H3BrClFIN
Method: DFT, ωB97M-V with the def2-TZVPD basis set

HOMO energy (spin up / spin down) (eV): -8.623 / -8.622
LUMO (spin up / spin down) (eV): -1.1985 / -1.1987

Each line ends with the Mulliken charge.
Positions of all 10 atoms, in Å:
1 C 0.40 0.52 -0.18  -0.41
2 C -2.05 0.35 -0.06  0.39
3 N -0.84 -0.17 -0.24  -0.12
4 F -2.39 -0.54 2.29  -0.75
5 Cl 0.97 0.91 -1.87  -0.16
6 Br -2.29 2.14 0.32  -0.01
7 I -3.71 -0.81 -0.44  0.28
8 H 0.32 1.46 0.35  0.25
9 H 1.17 -0.11 0.27  0.33
10 H -0.81 -1.16 -0.45  0.21

2) Molecular formula: C2H3BrClFIN
Method: DFT, ωB97M-V with the def2-TZVPD basis set

HOMO energy (eV): -9.510
LUMO (eV): -0.7097

Each line ends with the Mulliken charge.
Positions of all 10 atoms, in Å:
1 C -1.14 0.07 -0.70  -0.40
2 C 0.63 0.99 -1.97  0.08
3 N -0.49 1.23 -1.24  -0.14
4 F 1.22 2.15 -2.27  -0.19
5 Cl -0.38 -0.43 0.99  -0.20
6 Br 1.90 -0.41 -1.25  -0.07
7 I -0.22 0.18 -3.95  0.05
8 H -2.33 0.28 -0.63  0.34
9 H -1.00 -0.74 -1.40  0.27
10 H -0.74 2.14 -0.90  0.26

The structure with the greatest stability is 2).

1) Molecular formula: C30H46BrCdN3P2
Method: DFT, ωB97M-V with the def2-TZVPD basis set

Total charge: +2
HOMO energy (spin up / spin down) (eV): -13.372 / -13.374
LUMO (spin up / spin down) (eV): -7.2479 / -7.2491

Each line ends with the Mulliken charge.
Positions of all 83 atoms, in Å:
1 N -1.29 -3.55 -5.25  -0.54
2 C 0.01 -3.37 -5.01  -0.44
3 C 0.49 -2.51 -4.02  -0.64
4 C -0.45 -1.85 -3.19  0.31
5 C -1.82 -1.99 -3.52  -0.41
6 C -2.18 -2.86 -4.55  -0.49
7 C -0.08 -1.40 -1.87  -1.24
8 Cd 0.03 0.10 -0.26  3.08
9 P -0.14 0.23 2.03  -0.52
10 C -0.99 -1.75 -0.80  -0.06
11 C -0.76 -2.99 -0.01  0.23
12 C -1.77 -3.52 0.83  -0.11
13 C -1.47 -4.52 1.76  -0.70
14 C -0.17 -5.07 1.81  -0.04
15 C 0.80 -4.61 0.90  -0.77
16 C 0.50 -3.62 -0.03  -0.03
17 Br 0.26 -6.38 3.01  -0.07
18 H 1.01 -1.31 -1.76  0.44
19 H -2.06 -1.51 -0.87  0.89
20 H 1.55 -2.44 -3.81  0.47
21 H -2.60 -1.54 -2.91  0.36
22 H 0.72 -3.96 -5.61  0.39
23 H -3.24 -3.02 -4.79  0.38
24 H -2.75 -3.06 0.81  0.51
25 H 1.26 -3.24 -0.69  0.56
26 H -2.23 -4.82 2.49  0.46
27 H 1.83 -4.98 0.92  0.48
28 P -1.00 2.55 -0.85  0.09
29 C 0.48 -1.32 2.80  1.02
30 C 0.17 -1.67 4.27  -1.44
31 H 1.57 -1.33 2.65  0.36
32 H 0.10 -2.13 2.15  -0.94
33 H 0.57 -2.67 4.48  0.43
34 H 0.67 -0.98 4.98  0.26
35 H -0.90 -1.68 4.51  0.31
36 C -1.89 0.30 2.51  0.19
37 C -2.21 0.85 3.90  -1.52
38 H -2.25 -0.74 2.46  0.18
39 H -2.43 0.84 1.72  -0.06
40 H -3.29 0.94 4.02  0.44
41 H -1.86 0.18 4.69  0.27
42 H -1.79 1.84 4.10  0.32
43 C 0.82 1.70 2.59  0.19
44 C 1.07 1.99 4.07  -1.35
45 H 0.30 2.56 2.12  -0.04
46 H 1.78 1.62 2.06  0.28
47 H 1.58 2.97 4.16  0.43
48 H 0.15 2.06 4.66  0.23
49 H 1.72 1.25 4.56  0.33
50 C -0.21 4.03 -0.05  -0.58
51 C -0.11 5.31 -0.88  -1.49
52 H 0.81 3.71 0.27  0.46
53 H -0.78 4.21 0.88  0.62
54 H 0.54 5.19 -1.76  0.30
55 H -1.09 5.67 -1.21  0.35
56 H 0.34 6.09 -0.25  0.43
57 C -2.75 2.65 -0.27  -0.92
58 C -3.60 1.42 -0.61  -1.03
59 H -3.20 3.55 -0.71  0.53
60 H -2.71 2.80 0.82  0.49
61 H -3.71 1.29 -1.70  0.31
62 H -3.17 0.49 -0.21  0.08
63 H -4.61 1.53 -0.19  0.42
64 C -1.18 2.85 -2.65  -0.66
65 C 0.08 2.56 -3.47  -0.68
66 H -1.53 3.88 -2.81  0.60
67 H -2.00 2.20 -2.99  0.37
68 H -0.03 1.60 -4.01  0.28
69 H 0.26 3.35 -4.22  0.31
70 H 0.98 2.46 -2.85  0.11
71 N 2.65 2.16 -1.34  -0.13
72 C 3.28 1.00 -0.96  0.36
73 C 4.64 0.80 -1.28  -0.86
74 C 5.22 -0.40 -0.91  -0.49
75 C 4.47 -1.34 -0.18  -1.09
76 C 3.16 -1.03 0.16  -0.04
77 N 2.53 0.08 -0.32  0.18
78 H 1.79 2.44 -0.86  -0.51
79 H 3.24 2.92 -1.66  0.25
80 H 5.17 1.58 -1.82  0.40
81 H 6.25 -0.63 -1.18  0.45
82 H 4.88 -2.30 0.12  0.48
83 H 2.58 -1.67 0.85  0.19

2) Molecular formula: C30H46BrCdN3P2
Method: DFT, ωB97M-V with the def2-TZVPD basis set

Total charge: +2
HOMO energy (spin up / spin down) (eV): -12.087 / -12.087
LUMO (spin up / spin down) (eV): -8.7067 / -8.7056

Each line ends with the Mulliken charge.
Positions of all 83 atoms, in Å:
1 N -4.99 3.58 -3.67  -0.47
2 C -5.02 3.94 -2.38  -0.33
3 C -4.38 3.24 -1.35  -0.45
4 C -3.48 2.18 -1.67  0.28
5 C -3.62 1.72 -3.02  -0.29
6 C -4.31 2.47 -3.98  -0.42
7 C -2.47 1.57 -0.80  -0.20
8 Cd -0.09 0.08 0.05  1.60
9 P 3.76 -0.60 0.24  -0.34
10 C -1.12 1.42 -1.27  -1.19
11 C -0.19 2.61 -1.41  0.62
12 C 0.74 2.66 -2.46  -0.72
13 C 1.89 3.46 -2.38  -0.60
14 C 1.91 4.49 -1.42  -0.13
15 C 0.97 4.49 -0.39  -0.57
16 C -0.14 3.64 -0.44  -0.17
17 Br 3.10 5.89 -1.54  -0.06
18 H -2.80 1.08 0.13  0.48
19 H -1.07 0.75 -2.15  0.90
20 H -4.55 3.55 -0.32  0.44
21 H -3.17 0.78 -3.33  0.38
22 H -5.57 4.87 -2.17  0.38
23 H -4.29 2.18 -5.03  0.37
24 H 0.58 2.14 -3.41  0.44
25 H -0.95 3.81 0.27  0.56
26 H 2.72 3.34 -3.09  0.52
27 H 1.10 5.20 0.43  0.50
28 P -0.83 -2.45 -0.11  0.69
29 C 3.43 1.17 0.25  1.11
30 C 4.75 1.95 0.20  -1.48
31 H 2.90 1.38 1.19  0.12
32 H 2.76 1.42 -0.59  -0.83
33 H 4.59 3.01 0.41  0.38
34 H 5.46 1.58 0.95  0.41
35 H 5.23 1.85 -0.78  0.35
36 C 3.37 -1.30 -1.38  0.90
37 C 4.57 -2.12 -1.91  -1.41
38 H 3.16 -0.45 -2.05  0.35
39 H 2.46 -1.92 -1.29  -0.95
40 H 4.41 -2.40 -2.95  0.42
41 H 5.50 -1.54 -1.85  0.38
42 H 4.71 -3.04 -1.33  0.35
43 C 2.89 -1.45 1.58  0.76
44 C 3.92 -2.00 2.59  -1.42
45 H 2.28 -2.25 1.15  -0.45
46 H 2.22 -0.72 2.05  0.08
47 H 3.47 -2.74 3.25  0.40
48 H 4.76 -2.49 2.08  0.37
49 H 4.33 -1.19 3.20  0.35
50 C -0.29 -3.76 1.13  -0.74
51 C -1.22 -4.92 1.51  -1.64
52 H 0.02 -3.25 2.05  0.59
53 H 0.62 -4.20 0.70  0.62
54 H -2.15 -4.61 1.99  0.32
55 H -1.48 -5.54 0.65  0.39
56 H -0.68 -5.58 2.21  0.41
57 C -0.01 -3.19 -1.58  -0.88
58 C -0.11 -2.41 -2.89  -1.14
59 H -0.47 -4.18 -1.70  0.51
60 H 1.05 -3.34 -1.32  0.51
61 H -1.13 -2.44 -3.29  0.37
62 H 0.18 -1.35 -2.80  0.09
63 H 0.54 -2.88 -3.63  0.42
64 C -2.55 -3.01 -0.45  -0.75
65 C -3.56 -2.45 0.53  -0.90
66 H -2.53 -4.11 -0.44  0.50
67 H -2.78 -2.69 -1.48  0.50
68 H -4.10 -1.60 0.10  0.33
69 H -4.30 -3.21 0.78  0.33
70 H -3.15 -2.10 1.48  0.19
71 N -1.88 -1.23 3.10  -0.15
72 C -1.56 0.09 3.35  0.48
73 C -1.97 0.70 4.56  -0.82
74 C -1.54 2.00 4.83  -0.45
75 C -0.73 2.63 3.89  -0.92
76 C -0.39 1.97 2.72  -0.33
77 N -0.84 0.73 2.41  0.23
78 H -1.24 -1.78 2.52  -0.41
79 H -2.24 -1.74 3.90  0.26
80 H -2.52 0.08 5.25  0.39
81 H -1.81 2.48 5.77  0.44
82 H -0.33 3.63 4.05  0.47
83 H 0.28 2.40 1.97  0.38

The structure with the greatest stability is 1).

1) Molecular formula: C28H37N7
Method: DFT, ωB97M-V with the def2-TZVPD basis set

SMILES: c1cc[nH]c1.c1cc[nH]c1.c1cc[nH]c1.c1cc[nH]c1.c1cc[nH]c1.c1cc[nH]c1.CCCC#N
HOMO energy (eV): -7.807
LUMO (eV): 0.1982

Each line ends with the Mulliken charge.
Positions of all 72 atoms, in Å:
1 C -2.64 -2.11 -3.21  -0.96
2 C -1.43 -2.28 -4.13  -0.01
3 C -0.97 -1.01 -4.83  -0.58
4 C -0.80 0.14 -3.93  0.42
5 N -0.65 1.05 -3.24  -0.72
6 H -3.41 -1.49 -3.66  0.32
7 H -2.44 -1.78 -2.19  0.14
8 H -3.05 -3.12 -3.10  0.39
9 H -1.56 -3.06 -4.87  0.37
10 H -0.57 -2.61 -3.54  -0.07
11 H -1.64 -0.66 -5.62  0.31
12 H 0.00 -1.19 -5.31  0.38
13 N -4.39 -1.67 3.22  0.00
14 C -3.88 -0.69 2.43  -0.04
15 C -4.96 0.10 2.05  -0.10
16 C -6.07 -0.28 2.84  -0.84
17 C -5.69 -1.38 3.57  -0.40
18 H -3.90 -2.48 3.56  0.19
19 H -2.89 -0.76 2.02  0.03
20 H -4.86 0.89 1.32  0.40
21 H -7.07 0.11 2.78  0.39
22 H -6.08 -1.97 4.38  0.38
23 N 3.40 2.59 4.85  0.02
24 C 3.65 2.74 3.52  -0.58
25 C 4.00 1.50 3.02  -0.32
26 C 4.02 0.61 4.09  -0.52
27 C 3.67 1.29 5.24  -0.54
28 H 3.12 3.34 5.45  0.19
29 H 3.60 3.71 3.05  0.43
30 H 4.24 1.36 1.98  0.50
31 H 4.29 -0.43 4.10  0.43
32 H 3.60 0.97 6.26  0.41
33 N 1.19 -3.82 -0.76  0.12
34 C 1.17 -4.60 0.36  -0.40
35 C 1.05 -5.91 -0.08  -0.52
36 C 1.17 -5.92 -1.48  -0.59
37 C 1.27 -4.61 -1.88  -0.46
38 H 1.20 -2.82 -0.83  0.20
39 H 1.20 -4.14 1.33  0.41
40 H 0.91 -6.77 0.55  0.40
41 H 1.09 -6.79 -2.11  0.42
42 H 1.28 -4.09 -2.82  0.41
43 N 2.30 1.88 -3.67  0.09
44 C 2.45 2.96 -2.84  -0.36
45 C 3.73 3.44 -3.03  -0.73
46 C 4.34 2.68 -4.07  -0.42
47 C 3.49 1.63 -4.30  -0.47
48 H 1.45 1.36 -3.80  0.21
49 H 1.72 3.21 -2.08  0.53
50 H 4.23 4.21 -2.46  0.37
51 H 5.30 2.76 -4.55  0.39
52 H 3.59 0.82 -5.00  0.34
53 N -0.69 2.86 1.50  0.17
54 C -0.64 4.21 1.75  -0.63
55 C -1.94 4.69 1.65  -0.56
56 C -2.78 3.59 1.35  -0.47
57 C -1.97 2.50 1.19  0.00
58 H 0.07 2.21 1.34  0.27
59 H 0.27 4.75 1.92  0.39
60 H -2.21 5.72 1.75  0.38
61 H -3.85 3.51 1.22  0.39
62 H -2.24 1.49 0.94  0.12
63 N 0.09 0.24 -0.33  0.83
64 C -0.59 -0.79 0.25  -0.66
65 C -0.05 -1.06 1.49  -0.94
66 C 1.07 -0.22 1.59  -0.23
67 C 1.12 0.60 0.48  -1.32
68 H -0.07 0.53 -1.28  0.13
69 H -1.48 -1.17 -0.23  0.46
70 H -0.38 -1.85 2.14  0.66
71 H 1.72 -0.17 2.45  0.38
72 H 1.75 1.44 0.24  0.65

2) Molecular formula: C28H37N7
Method: DFT, ωB97M-V with the def2-TZVPD basis set

SMILES: c1cc[nH]c1.c1cc[nH]c1.c1cc[nH]c1.c1cc[nH]c1.c1cc[nH]c1.c1cc[nH]c1.CCCC#N
HOMO energy (eV): -7.844
LUMO (eV): 0.3272

Each line ends with the Mulliken charge.
Positions of all 72 atoms, in Å:
1 C 3.20 -1.85 1.71  -1.23
2 C 1.68 -1.92 1.25  -0.42
3 C 1.42 -1.47 -0.14  -0.32
4 C 0.00 -1.01 -0.39  0.14
5 N -1.09 -0.63 -0.56  -0.39
6 H 3.47 -0.79 1.78  0.37
7 H 3.81 -2.46 1.04  0.32
8 H 3.30 -2.20 2.73  0.35
9 H 1.16 -1.33 2.02  0.31
10 H 1.38 -2.95 1.40  0.30
11 H 1.61 -2.18 -0.95  0.29
12 H 2.13 -0.65 -0.31  0.28
13 N 6.81 -9.11 -0.91  -0.03
14 C 6.21 -7.88 -0.96  -0.51
15 C 5.18 -7.85 0.00  -0.26
16 C 5.20 -9.05 0.67  -0.34
17 C 6.10 -9.91 0.03  -0.54
18 H 7.51 -9.50 -1.53  0.21
19 H 6.51 -7.13 -1.68  0.36
20 H 4.53 -7.02 0.25  0.40
21 H 4.49 -9.21 1.48  0.36
22 H 6.47 -10.90 0.25  0.34
23 N -6.67 4.21 -3.74  0.00
24 C -6.37 3.62 -2.62  -0.35
25 C -7.41 2.72 -2.42  -0.45
26 C -8.46 3.13 -3.23  -0.36
27 C -7.93 3.95 -4.18  -0.55
28 H -5.98 4.77 -4.23  0.20
29 H -5.35 3.74 -2.27  0.36
30 H -7.44 1.98 -1.64  0.37
31 H -9.44 2.67 -3.15  0.38
32 H -8.41 4.42 -5.03  0.40
33 N 1.56 3.81 6.63  -0.02
34 C 2.19 4.98 6.90  -0.23
35 C 1.61 5.94 5.94  -0.56
36 C 0.98 5.13 4.91  -0.42
37 C 0.74 3.88 5.49  -0.45
38 H 1.74 2.93 7.10  0.20
39 H 2.92 4.92 7.70  0.38
40 H 1.90 6.98 5.94  0.36
41 H 0.77 5.45 3.90  0.36
42 H 0.23 2.98 5.16  0.36
43 N 3.40 0.03 10.02  -0.03
44 C 4.56 -0.65 9.62  -0.58
45 C 5.64 -0.13 10.37  -0.34
46 C 5.16 0.87 11.22  -0.27
47 C 3.77 0.98 11.06  -0.45
48 H 2.52 -0.20 9.59  0.21
49 H 4.47 -1.41 8.86  0.36
50 H 6.70 -0.33 10.45  0.36
51 H 5.68 1.39 12.01  0.37
52 H 2.96 1.48 11.56  0.38
53 N -1.01 5.07 -6.76  -0.03
54 C -0.92 4.31 -5.61  -0.37
55 C -0.98 2.97 -5.97  -0.64
56 C -1.37 2.95 -7.34  -0.35
57 C -1.28 4.30 -7.84  -0.39
58 H -0.81 6.07 -6.73  0.20
59 H -0.73 4.88 -4.72  0.39
60 H -0.94 2.11 -5.31  0.41
61 H -1.64 2.16 -8.02  0.40
62 H -1.37 4.69 -8.85  0.37
63 N -6.14 -0.65 -6.90  -0.03
64 C -5.58 -1.59 -6.07  -0.42
65 C -5.16 -2.74 -6.77  -0.32
66 C -5.37 -2.35 -8.10  -0.24
67 C -5.78 -1.04 -8.21  -0.68
68 H -6.53 0.25 -6.65  0.21
69 H -5.57 -1.50 -5.00  0.38
70 H -4.76 -3.65 -6.35  0.39
71 H -5.15 -3.07 -8.87  0.36
72 H -6.02 -0.38 -9.03  0.36

The structure with the greatest stability is 1).